The following is a DFT calculation (ωB97M-V/def2-TZVPD) of a structure of composition C23H54AlN7O8 in a non-equilibrium geometry.

Atoms and positions in Å:
Al  -22.593  -14.816  13.420
C  -20.746  -15.290  9.245
C  -21.498  -16.492  9.763
O  -22.392  -16.178  10.780
H  -19.955  -15.436  8.508
H  -20.330  -14.762  10.103
H  -21.503  -14.575  8.925
H  -20.700  -17.112  10.170
H  -21.973  -17.040  8.948
C  -21.130  -17.149  4.018
O  -20.928  -16.079  4.591
N  -20.842  -18.364  4.550
C  -20.914  -19.590  3.720
C  -20.382  -18.505  5.935
H  -21.442  -17.129  2.963
H  -21.121  -20.502  4.280
H  -19.982  -19.712  3.169
H  -21.654  -19.386  2.946
H  -20.942  -19.223  6.535
H  -19.369  -18.904  5.888
H  -20.450  -17.566  6.484
C  -20.945  -19.207  13.033
O  -20.920  -19.198  14.268
N  -19.916  -19.601  12.239
C  -20.170  -19.815  10.785
C  -18.640  -19.966  12.781
H  -21.729  -18.797  12.377
H  -20.033  -20.861  10.514
H  -19.670  -19.100  10.131
H  -21.224  -19.660  10.557
H  -18.810  -20.260  13.817
H  -18.172  -20.810  12.274
H  -17.794  -19.279  12.758
C  -25.467  -18.756  5.959
O  -25.616  -18.069  4.906
N  -24.865  -18.191  6.985
C  -24.344  -18.958  8.117
C  -24.487  -16.794  7.124
H  -25.610  -19.826  6.177
H  -24.748  -18.530  9.035
H  -23.257  -19.028  8.162
H  -24.750  -19.970  8.108
H  -25.248  -16.187  6.633
H  -24.243  -16.406  8.113
H  -23.588  -16.549  6.559
C  -18.757  -16.254  14.060
O  -19.869  -15.803  13.627
N  -17.674  -16.445  13.278
C  -16.468  -16.999  13.825
C  -17.646  -16.092  11.845
H  -18.540  -16.384  15.131
H  -15.611  -16.326  13.865
H  -16.220  -17.889  13.247
H  -16.567  -17.208  14.890
H  -17.027  -16.759  11.245
H  -18.607  -15.906  11.365
H  -17.182  -15.106  11.888
C  -15.674  -16.932  5.759
O  -14.891  -17.201  4.818
N  -16.865  -16.293  5.695
C  -17.818  -16.061  6.791
C  -17.215  -15.656  4.443
H  -15.524  -17.177  6.822
H  -18.633  -16.784  6.775
H  -18.315  -15.095  6.699
H  -17.253  -16.161  7.718
H  -16.463  -15.752  3.660
H  -18.169  -16.105  4.164
H  -17.283  -14.571  4.364
C  -17.118  -12.190  7.955
O  -17.309  -12.741  9.038
N  -18.051  -11.947  7.050
C  -17.730  -11.220  5.783
C  -19.384  -12.389  7.217
H  -16.134  -11.827  7.620
H  -17.634  -11.841  4.892
H  -16.776  -10.755  6.034
H  -18.406  -10.399  5.547
H  -19.527  -13.189  7.944
H  -20.112  -11.662  7.579
H  -19.703  -12.802  6.261
C  -23.590  -11.797  10.733
O  -22.900  -12.555  11.418
N  -24.486  -12.179  9.806
C  -24.677  -13.591  9.462
C  -25.552  -11.276  9.399
H  -23.474  -10.702  10.750
H  -25.565  -13.578  8.831
H  -24.885  -14.250  10.305
H  -23.849  -14.110  8.978
H  -26.405  -11.770  9.864
H  -25.546  -10.299  9.882
H  -25.833  -11.205  8.349

Values from the calculation:
- frontier orbital gap (eV) = 2.0
- charge = +2
- LUMO energy (eV) = -11.571
- M (g mol⁻¹) = 583.7